Model w:
Entry from the OMol25 dataset: the ion C5H10N3 with charge +1 (ωB97M-V with the def2-TZVPD basis set).

Properties
LUMO energy = -3.39 eV

Structure (ORCA input):
```
! wB97M-V def2-TZVPD RIJCOSX def2/J DEFGRID3
* xyz 1 1
N -0.84903 -0.98905 1.32154
N 1.14980 -1.31916 -0.08064
N 2.45442 0.33764 -1.03416
C -1.20357 -0.86063 -0.20114
C 1.34608 -0.10747 -0.33503
C 0.39660 1.06290 -0.21885
C -1.07656 0.59867 -0.75137
C -0.12216 -1.74462 0.26552
H -2.10617 -1.31620 -0.56222
H 3.11270 -0.28929 -1.45325
H -0.45254 -0.06046 1.83274
H 0.29910 1.39425 0.77667
H -1.62603 -1.37705 1.75219
H -1.14532 0.44962 -1.85807
H -0.09711 -2.80238 0.28944
H -1.84019 1.24555 -0.20237
H 0.83245 1.97943 -0.74112
H 2.47164 1.28534 -1.22916
*
```

---

Model x:
Entry from the OMol25 dataset: the ion C5H10N3 with charge +1 (ωB97M-V with the def2-TZVPD basis set).

Properties
LUMO energy = -4.50 eV

Structure (ORCA input):
```
! wB97M-V def2-TZVPD RIJCOSX def2/J DEFGRID3
* xyz 1 1
N 1.96750 -0.62309 -0.32693
N 1.16675 1.16718 0.90955
N -0.65862 1.15179 -0.80626
C 1.01143 -1.51029 -0.38185
C 2.12307 0.56719 0.33563
C -2.44872 -0.02586 0.44254
C -1.08258 0.01510 -0.17926
C -0.28576 -1.18059 -0.14949
H -2.55891 0.88286 1.10069
H -1.47763 1.79178 -0.78061
H 1.32732 2.09262 1.22114
H 2.79040 -1.09186 -0.66483
H -2.77074 -0.87875 1.03397
H -3.09449 0.20847 -0.36838
H -0.91661 -2.01449 0.18857
H 1.30641 -2.57907 -0.57063
H 0.31536 1.23590 -1.17957
H 3.28582 0.79110 0.17571
*
```

---

Model y:
Entry from the OMol25 dataset: a cluster of 2 separate species, C5H10N3 in total (ωB97M-V with the def2-TZVPD basis set).

Properties
LUMO energy (spin up / spin down) = -4.30 / -5.68 eV

Structure (ORCA input):
```
! wB97M-V def2-TZVPD RIJCOSX def2/J DEFGRID3
* xyz 1 1
N -2.57998 -0.38014 0.48419
N 0.48960 -0.38287 0.22340
N 2.63415 0.04080 -0.19632
C 1.16543 2.03335 0.07655
C 1.44104 0.56064 0.01061
C -1.78392 -0.18466 -0.70436
C 2.51794 -1.30559 -0.12616
C 1.12257 -1.58017 0.09364
H 1.99017 2.74138 0.03843
H -1.91315 -1.08511 -1.24258
H -3.21992 -1.19876 0.30576
H 0.53048 2.32105 -0.77399
H 3.35122 -2.03822 -0.14622
H 0.49176 2.10056 1.00930
H -3.14157 0.41951 0.50061
H -2.17772 -0.39597 1.38994
H -1.46306 0.72259 -1.22508
H 0.54497 -2.38840 0.28228
*
```

---

Most stable to least stable, the ends of the list are model x and model y.

---

Model w:
Entry from the OMol25 dataset: the ion C5H10N3 with charge +1 (ωB97M-V with the def2-TZVPD basis set).

Properties
LUMO energy (spin up / spin down) = -4.52 / -4.52 eV

Structure (ORCA input):
```
! wB97M-V def2-TZVPD RIJCOSX def2/J DEFGRID3
* xyz 1 1
N 2.13265 0.57607 0.13104
N -0.89194 1.39219 -1.05837
N -0.27187 -0.63871 0.29681
C 0.75927 -1.36371 0.74934
C 1.03325 1.40979 0.55099
C -0.35205 0.78365 0.19134
C -1.51012 -1.38942 0.04336
C 2.04916 -0.65165 0.45475
H -1.58191 -1.93076 -0.93756
H -1.49617 2.20431 -0.88128
H 2.83566 -1.37703 0.28760
H -2.34131 -0.71492 0.05341
H 1.08446 1.47361 1.60356
H -1.60414 0.74319 -1.46984
H -1.57917 -2.00379 0.90803
H 0.58866 -2.43901 0.71649
H 1.21125 2.40790 0.00475
H -0.06571 1.51830 -1.64442
*
```

---

Model x:
Entry from the OMol25 dataset: the ion C5H10N3 with charge +1 (ωB97M-V with the def2-TZVPD basis set).

Properties
LUMO energy = -3.07 eV

Structure (ORCA input):
```
! wB97M-V def2-TZVPD RIJCOSX def2/J DEFGRID3
* xyz 1 1
N -1.44560 0.15081 -0.98669
N 1.78130 0.38552 0.64934
N -1.23636 -0.25681 1.08119
C -0.63687 0.34218 0.05174
C -2.41337 -0.85466 0.68316
C 0.65567 1.09058 0.06325
C -2.57443 -0.54156 -0.61564
C 2.69745 -0.23081 -0.32547
H 0.48442 2.04450 0.57408
H -3.38038 -0.79940 -1.27803
H 3.42200 0.50691 -0.66512
H 2.17421 -0.64658 -1.19208
H 0.89222 1.32940 -0.97608
H 1.48941 -0.32113 1.30962
H -1.26139 0.49688 -1.91670
H -0.85439 -0.25233 2.01521
H -3.03379 -1.40753 1.36523
H 3.23988 -1.03594 0.16297
*
```

---

Most stable to least stable, the ends of the list are model x and model w.

---

Model w:
Entry from the OMol25 dataset: a structure of composition C27H31Br2NO2Ru (ωB97M-V with the def2-TZVPD basis set).

Properties
<S²> = 0.80
LUMO energy (spin up / spin down) = 2.48 / 2.48 eV

Structure (ORCA input):
```
! wB97M-V def2-TZVPD RIJCOSX def2/J DEFGRID3
* xyz -1 2
Ru 0.01903 0.02623 0.29466
Br 1.59741 6.82793 0.95775
Br 2.72729 -6.50642 3.00986
O -0.68171 -2.19115 -0.38534
O 1.06039 -1.81372 0.91239
N 1.26002 1.02557 -0.90902
C 1.63923 0.78403 -3.38239
C -0.56353 -6.28357 0.50467
C -3.47328 0.08137 0.70830
C 0.21887 -2.59430 0.37854
C -1.12927 0.35758 2.24307
C 3.58259 1.03601 -1.80359
C 1.39366 4.75473 -0.99711
C -1.91068 -0.81092 2.35894
C -2.52407 3.63797 -0.25093
C 2.20382 -1.02499 -1.80869
C 0.43504 -6.76004 1.34545
C 1.32309 3.44166 -1.44148
C -3.05323 2.23532 -0.53843
C 1.38345 2.35363 -0.54839
C -2.54891 1.75650 -1.90647
C 1.51628 5.02384 0.35477
C 0.30037 -4.04684 0.71289
C -0.63390 -4.93980 0.18827
C -3.07202 -0.91824 1.60221
C 1.35749 -5.85930 1.85805
C 1.54427 2.67715 0.81948
C -1.51852 1.34190 1.28946
C -1.47266 -1.91377 3.27783
C 1.58965 3.98542 1.26953
C 2.15693 0.49457 -1.96086
C 1.30744 -4.51590 1.55894
C -2.69068 1.20919 0.51780
H 1.74818 1.82709 -3.67587
H 3.62980 2.11709 -1.94362
H -0.95973 -1.51500 4.15517
H -2.92257 0.75760 -2.13150
H 1.70255 4.19346 2.32556
H -1.28937 -6.97772 0.09932
H -2.85213 3.99839 0.72587
H -2.86270 2.43941 -2.70156
H -3.67908 -1.81123 1.70557
H -0.98675 2.28621 1.28497
H 0.49937 -7.80889 1.59988
H -1.45522 1.70538 -1.89981
H -4.14800 2.28691 -0.57239
H 1.16363 3.26958 -2.49374
H 2.20141 0.18702 -4.10518
H 1.20291 -1.45083 -1.90009
H -2.32021 -2.51301 3.61430
H -4.38018 -0.04943 0.12767
H -2.87968 4.33566 -1.01206
H 4.24280 0.56968 -2.53917
H 2.83825 -1.44846 -2.59069
H 1.63427 1.85824 1.52559
H 2.60152 -1.30628 -0.83475
H 3.95850 0.80522 -0.80480
H -0.76943 -2.58120 2.77318
H -1.43265 3.66345 -0.27743
H 0.58550 0.50746 -3.45057
H 1.32355 5.56821 -1.70738
H -1.40386 -4.54658 -0.46082
H 2.02382 -3.81428 1.96074
H -0.35839 0.57519 2.97345
*
```

---

Model x:
Entry from the OMol25 dataset: a structure of composition C27H31Br2NO2Ru (ωB97M-V with the def2-TZVPD basis set).

Properties
<S²> = 0.76
LUMO energy (spin up / spin down) = 2.58 / 2.58 eV

Structure (ORCA input):
```
! wB97M-V def2-TZVPD RIJCOSX def2/J DEFGRID3
* xyz -1 2
Ru 0.36487 -0.02706 -0.78406
Br -2.24656 1.24699 5.68680
Br 3.77450 -1.17082 -6.57033
O -3.06686 -3.09896 0.23945
O -0.63991 -0.45598 1.04397
N -1.26819 0.14713 -1.31133
C 2.72725 -0.93231 -2.55253
C -1.85339 -2.36918 0.44470
C 2.84164 -0.82524 -4.93769
C 1.21876 2.05245 -0.49184
C 1.60086 -0.21681 -4.97283
C -2.42209 0.04972 -0.39982
C 1.46513 -0.31470 -2.52282
C -3.02443 0.27982 4.23669
C -2.26436 0.04453 3.10772
C 1.96842 -0.05423 3.25180
C -4.33080 -0.16030 4.35142
C -4.87083 -0.86638 3.28606
C -3.58751 -0.44665 -1.25498
C -1.94740 -0.86199 0.78741
C 2.31619 2.36430 -1.34662
C 3.71525 0.99014 0.06938
C -2.73773 1.46092 0.10445
C 3.41484 -1.18878 -3.73716
C 2.09904 3.17200 -2.59215
C 1.41276 1.32447 0.69179
C -4.12436 -1.11428 2.14293
C -2.81045 -0.65602 2.03517
C 2.73459 -1.70367 1.55159
C 2.68755 0.70498 0.92668
C 3.54577 1.84357 -1.04177
C 2.90617 -0.26593 2.06684
C 0.93621 0.03516 -3.78128
H -3.36861 -2.91619 -0.65285
H 0.27412 2.56378 -0.63381
H 2.24876 -0.72043 4.07059
H 1.69903 -1.83855 1.22305
H -1.19596 -2.45696 -0.42432
H -4.55653 -1.68952 1.33863
H 4.69706 0.56631 0.25907
H 2.83261 3.97545 -2.68804
H 4.39425 2.04848 -1.68550
H -1.93477 1.81687 0.75218
H 3.93719 -0.13088 2.41166
H -4.47016 -0.66938 -0.65238
H 2.96927 -2.41379 2.34913
H 3.20746 -1.23198 -1.62824
H -1.24524 0.39449 3.02948
H 1.99385 0.97235 3.62399
H 4.38345 -1.67254 -3.71730
H -4.90487 0.03588 5.24641
H -3.29985 -1.32641 -1.83417
H 3.38753 -1.91541 0.70416
H 0.65258 1.31181 1.46113
H -3.67494 1.48969 0.66581
H 2.18220 2.53196 -3.47371
H -0.03749 0.51167 -3.81954
H -5.88885 -1.23124 3.35337
H 0.94430 -0.29186 2.95548
H 1.15676 0.06692 -5.91956
H -2.81653 2.12990 -0.75472
H -1.35440 -2.83475 1.29481
H 1.09980 3.60994 -2.60312
H -3.84697 0.32746 -1.97935
*
```

---

Most stable to least stable, the ends of the list are model w and model x.

---

Model w:
Entry from the OMol25 dataset: a cluster of 2 separate species, C6H14Si in total (ωB97M-V with the def2-TZVPD basis set).

Properties
LUMO energy (spin up / spin down) = -0.37 / -0.36 eV

Structure (ORCA input):
```
! wB97M-V def2-TZVPD RIJCOSX def2/J DEFGRID3
* xyz 0 1
Si -0.09866 0.37309 0.59733
C -1.13243 1.53385 -1.67703
C 0.95777 -2.08486 -0.22728
C -2.84070 1.38092 0.07300
C 2.56830 -0.40933 0.82413
C -1.50531 1.13825 -0.43293
C 1.37615 -0.60922 -0.16379
H -0.15032 1.35832 -2.03631
H 2.31967 -0.68569 1.85660
H 0.43362 -2.42734 -1.12850
H 1.64250 -0.40439 -1.22849
H -0.79463 -1.83989 2.12242
H -1.84772 2.03218 -2.30518
H 1.99955 -2.62890 -0.29253
H -2.81889 2.48505 0.39993
H 0.09930 1.31253 1.66373
H 2.75738 0.62179 0.74674
H 3.45543 -1.09385 0.62565
H -3.33438 0.72880 0.79121
H -3.48963 1.46343 -0.93148
H 0.40301 -2.24472 0.72277
*
```

---

Model x:
Entry from the OMol25 dataset: a cluster of 2 separate species, C6H14Si in total (ωB97M-V with the def2-TZVPD basis set).

Properties
LUMO energy (spin up / spin down) = -0.37 / -0.33 eV

Structure (ORCA input):
```
! wB97M-V def2-TZVPD RIJCOSX def2/J DEFGRID3
* xyz 0 1
Si -0.29908 -0.43958 -0.76473
C 0.84679 -0.72580 0.79712
C 0.29273 -0.40228 2.19658
C -1.07354 2.16511 -0.12755
C 1.30504 -2.19029 0.81560
C -0.98490 1.58797 -2.68593
C -0.70355 1.23345 -1.36620
H -2.13047 2.15297 -0.11540
H -0.71482 3.21277 -0.43789
H 0.42205 -2.90463 1.02121
H 1.97762 -2.44698 1.70241
H -0.38177 -1.27387 2.35935
H 1.98710 -2.44812 -0.09824
H -0.19495 0.62698 2.17507
H 1.25521 -1.73387 -2.69295
H 1.78110 -0.21344 0.66779
H -0.69791 1.76147 0.87232
H -0.96293 0.93564 -3.57462
H -1.62537 -1.00872 -0.63995
H -1.18288 2.60593 -3.07905
H 1.08453 -0.49472 2.97506
*
```

---

Most stable to least stable, the ends of the list are model w and model x.

---

Model w:
Entry from the OMol25 dataset: the molecule C5H10OS (ωB97M-V with the def2-TZVPD basis set).

Properties
LUMO energy = 0.49 eV

Structure (ORCA input):
```
! wB97M-V def2-TZVPD RIJCOSX def2/J DEFGRID3
* xyz 0 1
S -1.39510 0.78229 0.72206
O -2.31343 1.44997 -0.16931
C 1.95589 0.99968 -0.50210
C -1.03128 -0.81613 0.11743
C -1.45227 -1.22551 -1.04290
C 0.52462 1.55594 0.07472
C -0.29161 -1.60457 1.06949
H 2.68528 1.82006 -0.56465
H -0.97432 -2.44587 1.38036
H 2.34984 0.38764 0.25802
H 0.72495 -2.06449 0.72954
H 1.82095 0.58369 -1.40112
H -0.08456 -0.87952 1.87086
H -1.31739 -2.26330 -1.26023
H -2.07332 -0.55623 -1.65131
H 0.73343 1.97238 0.99018
H 0.13833 2.30398 -0.62106
*
```

---

Model x:
Entry from the OMol25 dataset: the molecule C5H10OS (ωB97M-V with the def2-TZVPD basis set).

Properties
LUMO energy = 0.76 eV

Structure (ORCA input):
```
! wB97M-V def2-TZVPD RIJCOSX def2/J DEFGRID3
* xyz 0 1
S -0.74773 1.48944 -1.14515
O -0.28307 -1.14466 -0.95557
C 0.84571 -1.02314 -0.03233
C -1.29341 -0.13200 -0.58762
C 2.02174 -1.50143 -0.37805
C 0.58693 2.09246 -0.11505
C -1.62304 -0.37336 0.76874
H 0.40407 -0.62031 0.95999
H 2.12728 -1.98292 -1.29762
H -1.64700 -1.58502 0.74433
H -2.20321 -0.21932 -1.22045
H 1.76534 1.77309 -0.65544
H 0.33352 3.31003 -0.20836
H -2.54015 0.10639 0.95042
H -0.91642 -0.21182 1.62324
H 2.75728 -1.59044 0.46116
H 0.41216 1.61299 1.08776
*
```

---

Model y:
Entry from the OMol25 dataset: the molecule C5H10OS (ωB97M-V with the def2-TZVPD basis set).

Properties
LUMO energy = 0.68 eV

Structure (ORCA input):
```
! wB97M-V def2-TZVPD RIJCOSX def2/J DEFGRID3
* xyz 0 1
S -1.14402 0.97572 1.74253
O 3.19855 -0.38457 -1.08524
C -0.36927 -0.58622 1.27887
C -1.48885 1.99742 0.28809
C 0.80685 -0.51581 -1.14636
C 2.17192 -0.79495 -0.50324
C -0.39508 -1.02609 -0.24258
H -1.11181 1.77058 -0.76041
H -0.91925 -1.14431 2.01292
H -0.41135 -2.16048 0.01897
H 2.24269 -1.48464 0.37265
H -2.56216 2.13204 0.35586
H 0.71836 -0.63692 1.46431
H -0.89844 2.92392 0.55974
H -1.22166 -0.66601 -0.83264
H 0.62153 0.59254 -1.39271
H 0.76200 -0.99222 -2.13076
*
```

---

Most stable to least stable, the ends of the list are model y and model x.